{
  "formula": "C5H12NO",
  "method": "wB97M-V/def2-TZVPD",
  "species": ["C", "O", "C", "C", "C", "C", "N", "H", "H", "H", "H", "H", "H", "H", "H", "H", "H", "H", "H"],
  "xyz": [[0.5841, 1.0355, -0.8138], [0.4055, -0.3111, -1.4679], [-0.3469, 1.1339, 0.2930], [-0.6052, 0.1161, 1.3416], [-0.3803, 0.7742, 2.6921], [-1.2323, 0.9301, 3.7167], [1.2581, -2.5562, -4.0540], [0.3540, 1.6633, -1.6905], [1.5845, 1.1789, -0.4929], [-0.5313, -0.5132, -1.3490], [-1.0029, 2.0484, 0.3046], [-1.6700, -0.2420, 1.3699], [0.1062, -0.7509, 1.3090], [0.7591, 1.1308, 2.7313], [-2.2369, 0.4979, 3.7941], [-0.9176, 1.5683, 4.5191], [1.5303, -2.9655, -3.1460], [1.0720, -1.5746, -4.2097], [1.2698, -3.1639, -4.8477]],
  "total_charge": 1,
  "lumo_ev": -7.659,
  "e_above_lowest_kcal_mol": 113.97
}



{
  "formula": "C5H10NO2",
  "method": "wB97M-V/def2-TZVPD",
  "species": ["C", "C", "C", "C", "C", "N", "O", "O", "H", "H", "H", "H", "H", "H", "H", "H", "H", "H"],
  "xyz": [[0.5972, -0.6283, -1.1922], [0.1755, 0.1363, -0.2015], [0.9514, 1.0000, 0.7858], [2.2706, 0.6465, 1.3016], [-2.2273, -0.7036, 0.2166], [-1.2159, 0.4708, -0.1358], [0.2245, 1.9214, 1.2086], [-0.3283, -0.9255, -2.1157], [1.6723, -1.0841, -1.3189], [3.0631, 0.3076, 0.5275], [2.6980, 1.3512, 1.9871], [2.1062, -0.3046, 1.7513], [-1.5890, -1.5873, -0.0024], [-2.5442, -0.6653, 1.2681], [-3.0154, -0.5806, -0.5163], [-1.3788, 1.2664, 0.5228], [-1.4327, 0.6846, -1.1167], [-0.0274, -1.3053, -2.9699]],
  "total_charge": 1,
  "lumo_ev": [-3.258, -7.298],
  "spin_multiplicity": 3,
  "e_above_lowest_kcal_mol": 9.16
}



{
  "formula": "C8H26NO11P4",
  "method": "wB97M-V/def2-TZVPD",
  "species": ["C", "P", "C", "N", "P", "O", "O", "O", "H", "H", "H", "H", "H", "H", "H", "H", "C", "O", "P", "O", "O", "C", "O", "C", "H", "H", "H", "H", "H", "H", "H", "H", "H", "C", "O", "P", "O", "O", "C", "O", "C", "H", "H", "H", "H", "H", "H", "H", "H", "H"],
  "xyz": [[-1.8669, 2.7497, -5.2472], [-1.4177, 2.0395, -3.5698], [-3.0939, 1.3965, -3.1358], [-0.6176, 0.6121, -3.8665], [0.9610, 0.5201, -3.6645], [1.4569, -0.7354, -3.0549], [1.6557, 0.7018, -5.1396], [1.6021, 1.7752, -2.8895], [-1.2701, 3.6334, -5.4614], [-2.9124, 3.0665, -5.2080], [-1.7658, 2.0059, -6.0382], [-3.0443, 1.0563, -2.1060], [-3.8220, 2.1968, -3.2602], [-3.3436, 0.5748, -3.8094], [1.3099, -0.0457, -5.6293], [1.6530, 2.5421, -3.4606], [-0.8444, 0.0993, 3.1290], [-2.2287, -0.1668, 3.4106], [-3.3179, -0.0465, 2.2500], [-2.7610, 0.1777, 0.9248], [-4.3426, 1.0412, 2.7734], [-3.8476, 2.2472, 3.3521], [-4.2055, -1.3386, 2.4386], [-3.5434, -2.6066, 2.5097], [-0.6798, 1.1733, 3.0416], [-0.2691, -0.2882, 3.9663], [-0.5274, -0.3956, 2.2152], [-3.2443, 2.8037, 2.6328], [-3.2602, 2.0296, 4.2445], [-4.7119, 2.8428, 3.6320], [-3.2271, -2.7993, 3.5342], [-2.6803, -2.6433, 1.8440], [-4.2611, -3.3618, 2.2021], [2.4260, 0.1115, 1.4836], [3.5790, -0.5371, 0.9298], [3.6892, -2.1239, 1.0550], [2.4983, -2.7455, 1.6349], [5.0357, -2.3762, 1.8633], [5.3237, -1.5717, 3.0008], [4.1354, -2.5958, -0.3649], [3.4109, -2.0383, -1.5031], [2.5077, 0.1627, 2.5715], [2.3857, 1.1164, 1.0718], [1.5214, -0.4224, 1.2065], [4.5524, -1.6856, 3.7659], [5.4115, -0.5228, 2.7157], [6.2760, -1.9115, 3.3997], [3.8652, -1.0969, -1.7944], [2.3628, -1.8733, -1.2760], [3.4873, -2.7471, -2.3200]],
  "total_charge": -1,
  "lumo_ev": 2.462
}



{
  "formula": "CH3N2O3S",
  "method": "wB97M-V/def2-TZVPD",
  "species": ["C", "N", "N", "O", "O", "O", "S", "H", "H", "H"],
  "xyz": [[-2.2816, 0.1831, -0.0185], [-2.5592, -0.8700, -0.6246], [-1.6990, -0.7947, 0.7204], [1.3998, -0.0573, -1.4539], [1.0295, -0.9373, 0.7979], [2.7293, 1.0255, 0.3770], [2.0494, -0.5301, -0.2036], [-2.4324, 1.2364, 0.0837], [2.4192, 1.6514, -0.2781], [-0.6550, -0.9069, 0.5998]],
  "total_charge": -1,
  "lumo_ev": 3.972,
  "e_above_lowest_kcal_mol": 72.77
}



{
  "formula": "C5H6N",
  "method": "wB97M-V/def2-TZVPD",
  "species": ["C", "C", "C", "C", "C", "N", "H", "H", "H", "H", "H", "H"],
  "xyz": [[-1.1399, 1.6847, -1.0073], [-0.2351, 0.1038, -0.1876], [0.3733, -0.5465, 0.6795], [-0.7358, 0.3739, -1.5536], [1.0478, -1.3064, 1.6547], [-0.6332, 1.4287, 0.1019], [-1.4897, 2.6270, -1.3036], [-1.2802, -0.3838, -2.0458], [0.1800, 0.3999, -2.3446], [2.0335, -1.7572, 1.3507], [0.4699, -2.0840, 2.3585], [1.4093, -0.5400, 2.2971]],
  "total_charge": 1,
  "lumo_ev": -6.805,
  "e_above_lowest_kcal_mol": 134.78
}



{
  "formula": "C12H36B4ClNO13P2",
  "method": "wB97M-V/def2-TZVPD",
  "species": ["N", "P", "O", "B", "O", "B", "B", "O", "O", "O", "B", "P", "O", "Cl", "O", "H", "H", "H", "H", "H", "H", "C", "O", "C", "C", "O", "C", "H", "H", "H", "H", "H", "H", "H", "H", "H", "H", "C", "O", "C", "C", "O", "C", "H", "H", "H", "H", "H", "H", "H", "H", "H", "H", "C", "O", "C", "C", "O", "C", "H", "H", "H", "H", "H", "H", "H", "H", "H", "H"],
  "xyz": [[-3.8331, -5.9031, 4.4225], [-2.3735, -5.1120, 4.7866], [-1.3798, -5.8335, 3.6603], [-2.6122, -3.4131, 3.8367], [-2.7262, -3.3844, 2.4517], [-2.3203, -2.1919, 1.8519], [-2.9703, -1.6723, 0.3506], [-4.2812, -1.2622, 0.2836], [-2.2265, -1.6004, -0.7925], [-1.4387, -1.4042, 2.5930], [-1.8800, -1.2019, 3.8876], [-1.3823, 0.4302, 4.8065], [-1.0773, 1.3947, 3.5146], [-3.2735, 1.0556, 5.2499], [-2.5866, -2.2060, 4.4963], [-4.3858, -6.0947, 5.2456], [-4.4027, -5.5423, 3.6685], [-1.0194, -5.1917, 3.0434], [-4.9253, -1.9555, 0.4328], [-1.2961, -1.6943, -0.5722], [-0.1282, 1.5447, 3.4632], [-1.7481, -2.8781, -6.1675], [-2.0335, -1.6908, -5.4549], [-1.4742, -1.6589, -4.1507], [-0.2163, -0.8229, -4.1028], [0.8365, -1.3936, -4.8621], [1.0165, -0.7830, -6.1282], [-2.0460, -2.7163, -7.2021], [-0.6830, -3.1214, -6.1370], [-2.3202, -3.7220, -5.7655], [-1.2642, -2.6741, -3.7982], [-2.2167, -1.2170, -3.4821], [0.1272, -0.7612, -3.0645], [-0.4313, 0.1932, -4.4478], [1.4685, 0.2086, -6.0225], [0.0718, -0.6959, -6.6705], [1.6930, -1.4158, -6.7012], [6.5367, 2.5012, -8.0298], [6.4350, 1.0913, -8.0914], [5.8065, 0.5147, -6.9591], [4.3666, 0.1496, -7.2365], [3.5637, 1.2958, -7.4670], [3.2933, 1.5364, -8.8354], [6.8436, 2.8478, -9.0150], [5.5811, 2.9635, -7.7704], [7.2933, 2.8062, -7.2986], [5.8598, 1.1939, -6.1024], [6.3583, -0.3960, -6.7061], [3.9578, -0.3629, -6.3602], [4.3111, -0.5360, -8.0882], [2.5786, 0.8033, -9.2262], [4.2046, 1.5042, -9.4371], [2.8527, 2.5290, -8.9096], [-1.5116, 3.2239, 7.3933], [-1.5966, 2.3553, 8.5057], [-0.3998, 2.2740, 9.2594], [-0.4656, 3.1121, 10.5157], [-0.5417, 4.4976, 10.2258], [-1.8482, 5.0303, 10.3338], [-2.5191, 3.3647, 7.0102], [-1.0943, 4.1963, 7.6682], [-0.8949, 2.7799, 6.6033], [0.4580, 2.5802, 8.6519], [-0.2594, 1.2256, 9.5412], [0.4461, 2.9479, 11.0987], [-1.3193, 2.8002, 11.1258], [-2.1528, 5.1056, 11.3835], [-2.5768, 4.4229, 9.7916], [-1.8276, 6.0296, 9.9025]],
  "lumo_ev": -0.014,
  "smiles": "NP(O)B1OB(B(O)O)OB(P(O)Cl)O1.COCCOC.COCCOC.COCCOC"
}



It is found that the M values, taken in the order of the records, are 102.2; 116.1; 436.2; 123.1; 80.1; 543.1 g mol⁻¹.